Density functional theory data (ωB97M-V/def2-TZVPD) for a gas-phase ion, C7H11N5 (charge +2).

```
23
Properties=species:S:1:pos:R:3:mulliken_charge:R:1
N -0.36 -2.02 -0.44 -0.22
C -0.41 -0.77 -0.08 0.65
N 0.81 -0.13 0.23 0.10
C 0.94 1.17 0.51 -0.18
N 2.14 1.61 0.25 -0.06
C 3.06 0.51 -0.18 -0.47
C 2.05 -0.72 -0.11 -0.87
N -1.56 -0.13 0.04 -0.07
C -2.71 -0.53 0.68 -0.40
C -3.71 0.35 0.31 -0.32
N -3.16 1.19 -0.52 -0.44
C -1.93 1.04 -0.64 -0.16
H -1.16 -2.60 -0.41 0.30
H 0.54 -2.51 -0.49 0.22
H 0.02 1.70 0.91 0.61
H 2.49 2.53 0.30 0.20
H 3.90 0.30 0.55 0.31
H 3.47 0.83 -1.13 0.39
H 2.16 -1.22 -1.05 0.50
H 2.34 -1.41 0.61 0.48
H -2.84 -1.33 1.35 0.46
H -4.86 0.43 0.36 0.38
H -1.20 1.71 -1.06 0.56
```

For the max |F|, the calculation gives 4.86 eV/A. The value obtained for the energy relative to the best compared isomer or geometry (same formula, charge and spin) is 173.58 kJ/mol. For the frontier orbital gap, the calculation gives 0.2728 Eh. The charge is +2. For the LUMO energy, the calculation gives -9.27 eV. As for the HOMO energy: -16.7 eV. For the total energy, the calculation gives -14869.012 eV. The SMILES is [NH2+]=C(N1C=[NH+]CC1)n1ccnc1.